{
  "formula": "C45H65CsGe3O3SeSi",
  "method": "ωB97M-V/def2-TZVPD",
  "total_charge": -2,
  "e_tot_ha": -10921.437477,
  "e_lumo_ev": 3.498,
  "e_above_lowest_kcal_mol": 0.0,
  "gap_ev": 4.858,
  "species": ["Cs", "C", "C", "C", "C", "O", "Ge", "O", "C", "C", "C", "C", "O", "C", "C", "C", "C", "H", "H", "H", "H", "H", "H", "H", "H", "H", "H", "H", "H", "H", "H", "H", "H", "H", "H", "H", "H", "H", "H", "H", "H", "H", "H", "H", "C", "C", "C", "C", "C", "C", "C", "C", "C", "C", "C", "C", "C", "C", "C", "H", "H", "H", "H", "H", "H", "H", "H", "H", "H", "C", "Ge", "C", "C", "Ge", "C", "C", "C", "C", "C", "C", "C", "C", "C", "C", "C", "C", "H", "H", "H", "H", "H", "H", "H", "H", "H", "H", "H", "H", "H", "H", "H", "H", "H", "H", "H", "C", "Si", "C", "C", "Se", "H", "H", "H", "H", "H", "H", "H", "H", "H"],
  "xyz": [[-0.521226, 1.381237, -0.604087], [0.284858, 4.610992, 1.704156], [-0.035820, 4.933428, 0.240165], [-0.572218, 6.366605, 0.147113], [1.242497, 4.806092, -0.604401], [-1.010098, 4.010714, -0.187770], [-2.307038, 4.165385, -1.561880], [-1.178783, 3.228853, -2.807360], [-1.585934, 2.905531, -4.119434], [-0.303402, 2.787782, -4.948102], [-2.335262, 1.569876, -4.137873], [-2.462836, 4.004860, -4.731205], [-3.141616, 2.507781, -1.097392], [-4.208768, 2.420781, -0.168766], [-3.719337, 2.664046, 1.260346], [-4.763488, 1.001511, -0.292735], [-5.316774, 3.420873, -0.520401], [1.003717, 5.348430, 2.072078], [0.702152, 3.607887, 1.796798], [-0.621392, 4.651966, 2.308816], [0.135640, 7.075356, 0.584703], [-1.520458, 6.437295, 0.683218], [-0.748409, 6.647128, -0.893493], [1.925436, 5.611238, -0.319462], [1.002125, 4.886746, -1.665891], [1.749853, 3.851630, -0.428481], [0.344043, 2.021347, -4.518564], [0.233416, 3.737869, -4.928676], [-0.520305, 2.521869, -5.986906], [-1.657187, 0.759279, -3.858683], [-2.729159, 1.353113, -5.135318], [-3.153619, 1.598059, -3.417545], [-1.969660, 4.972850, -4.626926], [-3.430447, 4.060438, -4.228685], [-2.636647, 3.806858, -5.792703], [-3.025108, 1.884152, 1.588825], [-4.570393, 2.664792, 1.947788], [-3.204693, 3.623720, 1.328350], [-3.993238, 0.270495, -0.039881], [-5.082475, 0.820395, -1.322266], [-5.614739, 0.845421, 0.375132], [-4.968512, 4.447649, -0.396494], [-6.188478, 3.270047, 0.121778], [-5.618256, 3.286802, -1.562263], [1.620088, -1.169666, -0.861843], [2.744114, -0.887467, -0.386727], [3.983688, -0.554823, 0.091576], [5.149019, -0.997177, -0.663685], [6.430548, -0.435201, -0.502059], [7.513905, -0.860938, -1.252344], [7.379250, -1.863067, -2.205710], [6.119379, -2.424563, -2.392439], [5.036375, -2.006499, -1.642611], [4.069300, 0.195861, 1.350774], [3.062215, 1.089521, 1.734873], [3.087684, 1.735675, 2.959338], [4.138895, 1.531429, 3.841898], [5.150768, 0.648328, 3.483848], [5.111497, -0.013870, 2.268771], [6.571729, 0.366605, 0.211016], [8.480566, -0.392967, -1.095559], [8.230005, -2.195779, -2.788413], [5.977750, -3.208108, -3.129421], [4.068167, -2.465179, -1.804793], [2.227945, 1.256728, 1.063787], [2.272922, 2.393369, 3.233981], [4.153588, 2.031424, 4.802401], [5.965015, 0.449338, 4.172766], [5.883947, -0.735156, 2.032188], [1.259984, -5.569843, 1.915186], [0.950263, -3.618842, 1.779338], [2.500582, -2.724200, 2.559876], [-0.623234, -3.245977, 2.884135], [0.686684, -2.791423, -0.522039], [1.415558, -4.033690, -1.885576], [1.821275, -3.517074, -3.117096], [2.340295, -4.342901, -4.104066], [2.465266, -5.707115, -3.877109], [2.066374, -6.237466, -2.659438], [1.544935, -5.404772, -1.676177], [-1.234963, -2.747647, -0.975720], [-2.013136, -3.798356, -0.486090], [-3.328147, -3.986954, -0.884819], [-3.900518, -3.121190, -1.804413], [-3.148165, -2.069656, -2.303216], [-1.831983, -1.883850, -1.891909], [1.239809, -5.820275, 2.978696], [2.226193, -5.866036, 1.506063], [0.478040, -6.145342, 1.416561], [2.655703, -3.059368, 3.587586], [2.333744, -1.646605, 2.573732], [3.402096, -2.919800, 1.977839], [-0.527256, -3.789638, 3.827549], [-1.550596, -3.552562, 2.398937], [-0.676372, -2.175865, 3.098893], [1.757221, -2.447930, -3.288293], [2.658813, -3.918891, -5.049428], [2.878674, -6.352780, -4.643358], [2.167663, -7.300585, -2.472368], [1.242461, -5.832307, -0.728253], [-1.578777, -4.491488, 0.228167], [-3.906651, -4.807274, -0.476050], [-4.927963, -3.258148, -2.119829], [-3.586631, -1.370454, -3.005929], [-1.344067, -1.007945, -2.306776], [-3.763464, -0.799944, 3.067017], [-2.640273, 0.055143, 4.331861], [-3.683864, 1.474937, 5.031923], [-2.485511, -1.200410, 5.746886], [-0.681963, 0.698710, 3.567407], [-4.571560, -1.338812, 3.574825], [-3.199860, -1.516559, 2.465060], [-4.216339, -0.077733, 2.385908], [-4.632847, 1.115525, 5.445206], [-3.900892, 2.201935, 4.246414], [-3.134816, 1.995172, 5.820064], [-3.443701, -1.357198, 6.254667], [-1.750070, -0.863006, 6.479810], [-2.144339, -2.160505, 5.351108]],
  "atomic_forces_ev_per_a": [[0.43, -1.09, 0.45], [-0.03, 0.20, -0.30], [-0.11, 0.04, 0.04], [0.06, -0.03, -0.03], [-0.17, 0.11, 0.17], [-0.24, 0.21, -0.15], [0.10, -0.11, -0.11], [-0.31, 0.22, 0.18], [0.23, 0.15, -0.04], [-0.05, -0.04, 0.01], [-0.01, 0.05, 0.02], [-0.05, -0.09, 0.00], [0.08, 0.47, -0.02], [-0.05, -0.06, -0.07], [-0.10, -0.06, -0.07], [0.02, 0.02, -0.02], [0.02, -0.02, 0.02], [0.06, -0.13, 0.16], [0.02, -0.01, 0.05], [0.00, 0.00, 0.01], [0.00, 0.01, -0.01], [-0.01, 0.01, 0.01], [-0.01, 0.02, 0.00], [0.13, -0.07, -0.11], [0.00, 0.01, -0.01], [-0.08, 0.07, -0.01], [0.01, 0.00, 0.01], [0.00, 0.01, -0.01], [0.00, -0.01, 0.00], [-0.01, -0.01, 0.02], [0.01, -0.02, 0.00], [-0.01, 0.00, 0.00], [0.00, 0.01, 0.00], [-0.01, 0.02, 0.00], [-0.01, 0.00, 0.00], [0.03, 0.10, -0.03], [0.03, 0.00, 0.05], [0.00, 0.00, 0.02], [0.01, -0.01, -0.01], [-0.01, 0.00, 0.00], [0.01, -0.01, 0.02], [-0.01, 0.01, 0.00], [-0.01, 0.00, 0.01], [0.00, 0.01, -0.01], [-0.15, 0.07, -0.01], [-0.11, 0.02, 0.02], [0.05, 0.05, -0.14], [0.03, -0.03, 0.04], [0.00, 0.05, 0.01], [0.03, -0.03, -0.05], [0.01, 0.00, 0.00], [0.03, 0.01, 0.00], [-0.05, -0.02, 0.00], [0.12, -0.05, 0.01], [-0.04, 0.03, 0.04], [-0.02, 0.05, 0.01], [0.05, -0.03, 0.02], [-0.05, 0.02, 0.04], [0.02, 0.01, -0.03], [-0.01, 0.00, -0.02], [-0.01, 0.00, 0.00], [0.00, 0.00, 0.00], [-0.01, 0.00, 0.00], [0.01, 0.01, 0.00], [0.00, -0.03, 0.00], [-0.05, -0.02, 0.00], [0.00, 0.00, 0.00], [0.01, 0.00, 0.00], [-0.01, 0.00, 0.02], [-0.04, 0.00, 0.02], [-0.02, 0.09, -0.07], [0.02, 0.01, 0.00], [-0.01, -0.02, -0.03], [0.20, -0.07, 0.04], [-0.07, 0.00, 0.06], [0.05, 0.02, 0.03], [0.01, 0.00, -0.02], [0.01, -0.02, -0.02], [0.00, -0.02, 0.00], [-0.03, 0.00, -0.02], [0.07, -0.07, -0.15], [0.00, -0.01, 0.02], [-0.02, -0.02, 0.01], [-0.03, 0.01, -0.02], [-0.04, 0.05, 0.07], [-0.38, 0.19, -0.05], [0.03, -0.05, 0.00], [0.01, 0.03, -0.02], [-0.02, -0.01, 0.02], [-0.02, -0.03, 0.00], [-0.01, 0.00, 0.01], [0.01, 0.02, 0.00], [0.00, 0.02, 0.01], [-0.01, -0.01, 0.01], [0.01, 0.01, -0.01], [-0.01, 0.00, 0.00], [0.00, 0.00, 0.00], [0.00, 0.00, 0.00], [-0.01, 0.00, 0.01], [0.00, -0.02, 0.00], [0.00, -0.01, 0.00], [0.01, 0.00, 0.01], [0.00, 0.01, 0.00], [0.00, 0.01, 0.00], [0.44, -0.23, 0.07], [-0.01, -0.03, 0.01], [-0.02, -0.03, 0.05], [0.01, 0.01, 0.01], [0.00, 0.00, 0.00], [0.04, 0.07, -0.24], [-0.02, 0.00, -0.01], [0.01, -0.01, 0.01], [0.00, 0.02, -0.02], [-0.01, -0.01, 0.00], [0.00, 0.01, 0.00], [0.01, -0.01, 0.01], [-0.01, -0.02, -0.01], [0.00, 0.02, 0.01], [0.02, 0.00, 0.01]],
  "mulliken_charge": [0.91, -1.10, 1.11, -1.96, -1.09, -0.06, -0.88, -0.16, 1.42, -1.71, -0.88, -1.89, 0.48, 1.39, -0.85, -1.53, -1.98, 0.44, 0.02, 0.40, 0.46, 0.37, 0.42, 0.46, 0.17, 0.08, 0.30, 0.40, 0.35, 0.18, 0.49, 0.00, 0.37, 0.38, 0.47, -0.06, 0.54, 0.08, 0.16, 0.41, 0.41, 0.37, 0.45, 0.39, -0.88, -0.14, -0.15, 0.46, -0.39, -0.73, -0.44, -0.63, -0.30, 0.17, -0.21, -0.27, -0.76, -0.79, -0.25, 0.49, 0.35, 0.36, 0.39, 0.37, 0.55, 0.29, 0.37, 0.35, 0.56, -1.58, 1.22, -1.11, -0.71, 0.25, 0.20, -0.26, -0.53, -0.48, -0.62, -0.15, 0.12, -0.46, -0.81, -0.47, -0.52, -0.40, 0.45, 0.40, 0.39, 0.50, 0.12, 0.36, 0.46, 0.39, -0.32, 0.31, 0.38, 0.34, 0.39, 0.18, 0.34, 0.38, 0.37, 0.42, 0.67, -0.30, 0.61, -1.08, -1.12, -0.56, 0.41, -0.16, -0.12, 0.31, 0.21, 0.29, 0.34, 0.27, 0.21]
}